{"formula": "C5H15NO", "method": "the ωB97M-V functional and the def2-TZVPD basis", "elements": ["N", "H", "C", "H", "H", "H", "H", "H", "H", "H", "H", "H", "C", "H", "C", "O", "C", "C", "H", "H", "H", "H"], "positions_angstrom": [[-0.2992, -0.0961, -0.5473], [-1.5192, 1.9402, 0.9857], [0.7546, -1.9468, 0.8380], [1.2330, -0.3276, 2.1265], [-1.7259, 2.0015, -0.8142], [-1.1535, -0.3348, -0.0588], [-0.8955, 0.2163, -2.2421], [0.0518, -2.7796, 0.8559], [0.8265, 1.5797, -0.9632], [-0.5256, -0.7215, 2.2481], [0.8605, 1.1961, 0.6867], [-0.4378, 1.3578, -3.1211], [-1.0410, 2.1280, 0.0226], [1.6130, -0.8430, -0.8838], [0.1608, 1.2185, -0.1673], [-1.0192, 0.6166, -3.1359], [0.4862, -1.1090, 2.1307], [0.6373, -1.1933, -0.5377], [0.3815, -1.9743, -1.2549], [-0.8015, 3.1995, -0.0226], [0.6385, -1.8142, 2.9511], [1.7747, -2.3139, 0.9036]], "nbo_charge": [-0.66, 0.21, -0.41, 0.20, 0.23, 0.37, 0.49, 0.19, 0.18, 0.20, 0.17, 0.45, -0.63, 0.19, -0.21, -0.98, -0.61, -0.22, 0.20, 0.22, 0.21, 0.20], "charge": 0, "e_tot_ev": -8965.5422, "largest_force_ha_per_bohr": 0.030, "de_lowest_kcal_mol": 18.8, "smiles": "CCCNCC.O", "e_homo_ev": -9.0}

---

{"formula": "C2H4O2S", "method": "the ωB97M-V functional and the def2-TZVPD basis", "elements": ["O", "S", "C", "H", "H", "H", "C", "O", "H"], "positions_angstrom": [[-3.4480, -1.2092, 0.8844], [-2.9299, -0.1592, -0.0367], [2.4585, 0.9268, 0.3609], [-1.0598, -1.4857, -0.2704], [2.2363, 1.6484, -0.4949], [-0.8033, -0.2624, -1.4100], [-1.5320, -0.6271, -0.6996], [1.7719, -0.0127, 0.5453], [3.3064, 1.1812, 1.1210]], "nbo_charge": [-0.90, 1.16, 0.28, 0.24, 0.11, 0.25, -0.75, -0.50, 0.11], "charge": 0, "e_tot_ev": -17066.1661, "largest_force_ha_per_bohr": 0.049, "de_lowest_kcal_mol": 71.6, "e_homo_ev": -9.7}

---

{"formula": "C8H13AlO5", "method": "the ωB97M-V functional and the def2-TZVPD basis", "elements": ["C", "C", "C", "H", "O", "C", "O", "H", "H", "H", "H", "H", "C", "C", "H", "H", "C", "H", "H", "O", "H", "O", "H", "C", "H", "Al", "O"], "positions_angstrom": [[0.3461, 0.9662, 2.9357], [2.1641, -0.4100, 2.7203], [0.9951, 0.9605, 4.2847], [0.4544, -0.5517, -2.2038], [1.0951, 0.2507, 2.1009], [-1.0547, -0.4677, -5.2352], [-1.8698, 1.2040, -2.2403], [3.0474, 1.2570, 3.9284], [-0.8960, -1.5912, -2.5483], [3.1004, -0.4193, 2.1623], [1.8535, -1.4385, 2.9036], [1.0347, -0.6338, -4.6198], [-1.3635, 0.4745, -3.0975], [-0.3552, -0.7184, -2.9143], [2.7021, -0.3227, 4.7491], [0.0780, -2.1159, -4.5514], [0.0458, -1.0368, -4.4011], [0.7789, 1.8874, 4.8161], [-3.6275, -0.7243, 2.9782], [-1.6361, 0.5343, -4.4292], [-0.6319, -0.1065, -6.1727], [-3.8251, 0.0471, 2.4122], [-1.8232, -1.1945, -5.4983], [2.3780, 0.3997, 3.9999], [0.4445, 0.2232, 4.8688], [-2.7917, 1.9091, 0.4957], [-0.6436, 1.6175, 2.5561]], "mulliken_spin": [0.00, 0.00, 0.00, 0.00, 0.00, 0.00, 0.00, 0.00, 0.00, 0.00, 0.00, 0.00, 0.00, 0.00, 0.00, 0.00, 0.00, 0.00, -0.02, 0.00, 0.00, 1.02, 0.00, 0.00, 0.00, 0.00, 0.00], "charge": 1, "e_tot_ev": -25332.5981, "largest_force_ha_per_bohr": 0.050, "multiplicity": 2, "e_homo_ev": [-13.5, -13.5]}

---

{"formula": "C12H18BO7SSn", "method": "the ωB97M-V functional and the def2-TZVPD basis", "elements": ["H", "Sn", "S", "B", "O", "C", "H", "O", "H", "C", "H", "C", "C", "H", "C", "H", "C", "H", "H", "H", "C", "H", "O", "H", "H", "H", "O", "H", "C", "C", "C", "O", "O", "H", "H", "O", "C", "H", "H", "C"], "positions_angstrom": [[-3.3747, 1.2963, 1.2215], [1.6293, -0.4776, 1.3974], [-1.2809, 2.2513, 0.5866], [2.9741, 2.0579, 2.8901], [-1.0835, -1.0842, 2.1621], [3.1469, -0.3737, -3.8078], [-2.6446, 0.4939, -0.2996], [4.8737, 1.2758, -4.2130], [4.3194, 2.5077, -2.1004], [2.9684, 1.0307, -1.2968], [0.2235, 3.0279, -1.1218], [-0.6513, 2.3719, -1.0796], [2.1023, -0.2775, -1.5262], [-2.5623, -4.7238, 1.2575], [2.2564, -0.8379, -2.8022], [1.6791, -1.6687, -3.1980], [-1.9313, -1.8457, 1.7995], [3.5494, 3.0473, 3.1309], [-4.5696, -3.7791, 1.8451], [-3.5334, -1.9257, 3.2018], [-2.8833, 1.4013, 0.2608], [2.0134, 2.2140, 2.2227], [-1.6579, -2.8720, 0.9638], [-2.7669, -3.8830, -0.3215], [3.6448, 1.3295, 2.2320], [-0.1888, 1.4874, -1.5276], [2.6280, 1.5757, -0.2328], [-3.9289, -0.9528, 1.7652], [-3.9781, -3.0336, 1.3150], [-2.7478, -3.7730, 0.7612], [3.9573, 0.8520, -3.4699], [3.2119, -0.8986, -4.9172], [1.2628, -0.6671, -0.6433], [-1.3770, 2.8393, -1.7457], [-3.4542, 1.9741, -0.4705], [-0.4011, 1.4168, 1.4410], [3.8453, 1.5530, -2.2526], [-4.6024, -2.6563, 0.5069], [2.7598, 1.5749, 3.9446], [-3.4276, -1.8486, 2.1208]], "nbo_charge": [0.23, 1.57, 1.28, -0.76, -0.57, 0.44, 0.22, -0.62, 0.23, 0.38, 0.28, -0.88, 0.36, 0.18, -0.45, 0.20, 0.81, 0.00, 0.22, 0.24, -0.83, -0.03, -0.48, 0.20, -0.05, 0.26, -0.70, 0.24, -0.44, -0.06, 0.38, -0.56, -0.91, 0.23, 0.23, -0.97, -0.50, 0.21, -0.05, -0.53], "charge": -1, "e_tot_ev": -44408.7918, "largest_force_ha_per_bohr": 0.104, "de_lowest_kcal_mol": 0.2, "e_homo_ev": -4.0}

---

{"formula": "C34H34IN3P2PdS", "method": "the ωB97M-V functional and the def2-TZVPD basis", "elements": ["C", "C", "C", "H", "H", "H", "C", "H", "C", "H", "P", "C", "H", "C", "C", "N", "C", "H", "C", "H", "H", "C", "H", "H", "C", "C", "H", "C", "H", "C", "C", "C", "H", "C", "C", "S", "H", "H", "H", "H", "C", "I", "H", "H", "C", "H", "C", "C", "C", "H", "C", "C", "H", "C", "H", "P", "C", "C", "H", "C", "H", "C", "C", "N", "Pd", "H", "H", "H", "H", "N", "H", "C", "H", "H", "H", "C"], "positions_angstrom": [[2.4208, -2.1620, -0.5473], [1.7374, -4.2182, -1.6275], [-3.4594, -2.7493, 0.0091], [-1.2291, 0.8135, 1.9199], [3.5985, -2.4183, 1.2332], [-0.2052, 2.7762, -2.9470], [3.0322, 0.1493, -3.3283], [1.9915, 0.4667, -3.3216], [-0.0911, -4.9114, 2.6145], [3.9911, 1.1013, 0.6255], [2.4333, -0.3266, -0.6561], [2.6566, -0.0619, 1.9385], [1.6348, 2.4661, 0.5457], [-2.0673, -2.9898, 2.8432], [3.1092, -2.9102, 0.4024], [1.3805, 0.1240, 1.5467], [-1.0964, -2.8522, 1.8472], [0.9538, -0.9171, 4.6234], [3.5924, 0.0878, 0.7545], [5.3828, -1.0694, -1.2239], [-1.1337, -0.7667, -1.9620], [2.5271, 3.1260, -1.2524], [1.1813, -4.7270, -2.4057], [-2.8141, -4.1618, 4.4747], [0.3412, 2.3581, -1.0187], [-1.0582, -5.0385, 3.5969], [2.4579, -6.0400, -0.7385], [3.7818, 0.2046, -4.4947], [-3.0875, -3.5732, 0.6065], [5.1162, -0.1799, -4.4799], [-5.2384, -1.8428, -1.3472], [4.9281, -0.6937, -2.1341], [3.3300, 0.5544, -5.4160], [1.7260, -2.8373, -1.5545], [3.1321, -4.2990, 0.3208], [-1.2554, 2.4513, -0.3894], [-1.5405, -0.4677, 3.1177], [5.7101, -0.1353, -5.3856], [1.1611, -2.2537, -2.2740], [-2.3823, -1.9264, -2.5771], [3.5890, -0.3064, -2.1323], [-2.4444, 0.3161, -4.0520], [0.6874, -5.6611, 2.5181], [3.1224, 2.2119, -1.3908], [1.3123, -0.5956, 3.6537], [-2.8501, -2.2451, 2.9171], [-3.1426, -0.5363, -1.0748], [1.7722, 3.4281, -2.5447], [-2.0507, -4.0698, 3.7097], [6.7267, -0.9320, -3.2789], [5.6852, -0.6282, -3.2945], [2.4524, -4.9573, -0.6903], [-1.0424, -5.8839, 4.2764], [2.6795, -0.4967, 3.2588], [-2.9165, 0.4820, -0.7802], [-1.1202, -1.3612, 0.7582], [-4.6022, -0.6552, -1.4400], [0.5438, -0.2056, 2.5586], [3.6639, -4.8702, 1.0742], [-2.2025, -0.9104, -2.2317], [-5.0933, 0.2168, -1.8585], [-0.9353, -0.1793, 2.2568], [-2.7729, -1.5325, 0.0255], [1.4285, 2.9535, -0.3172], [0.0963, 0.3773, -0.6461], [-5.1353, -3.9196, -0.6669], [4.4414, -0.5994, 0.7638], [0.6449, -3.7259, 0.9855], [1.4972, 4.4930, -2.5931], [0.6134, 2.5571, -2.4033], [-6.2595, -1.9369, -1.7132], [-0.1127, -3.8236, 1.7474], [2.3589, 3.1691, -3.4303], [3.1890, 3.9359, -0.9397], [3.5467, -0.7389, 3.8614], [-4.6289, -2.9617, -0.7089]], "lowdin_charge": [-0.34, -0.09, -0.19, 0.02, 0.09, 0.07, -0.12, 0.09, -0.10, 0.07, 1.03, -0.44, 0.09, -0.12, -0.09, -0.07, -0.35, 0.07, -0.25, 0.09, -0.05, -0.22, 0.10, 0.09, -1.02, -0.12, 0.09, -0.10, 0.08, -0.12, -0.19, -0.09, 0.10, -0.11, -0.11, 0.56, 0.06, 0.09, 0.10, 0.04, -0.34, 0.55, 0.09, 0.07, -0.10, 0.11, -0.48, -0.20, -0.10, 0.09, -0.11, -0.12, 0.08, -0.12, 0.02, 1.03, -0.15, -0.41, 0.10, -0.59, 0.07, -0.27, -0.37, -0.04, 0.28, 0.05, 0.06, 0.07, 0.10, -0.05, 0.08, -0.07, 0.10, 0.10, 0.06, -0.19], "charge": -2, "e_tot_ev": -81273.2680, "largest_force_ha_per_bohr": 0.016, "de_lowest_kcal_mol": 1.6, "e_homo_ev": 0.1}